A cluster of 12 separate species, C33H84N4O16P in total in a non-equilibrium geometry. Source: OMol25; level of theory: wB97M-V/def2-TZVPD.

```
138
Properties=species:S:1:pos:R:3:forces:R:3
C -0.56085 -4.48437 5.00529 -0.108 -0.162 -0.026
C 0.53281 -0.31452 -1.64659 0.952 1.289 -1.059
H -2.55524 4.17515 -5.43090 0.375 0.314 0.302
H 1.48083 -2.43796 -7.18096 0.096 0.199 0.044
C 2.60573 2.75604 4.64661 1.937 1.067 0.709
C 2.83995 1.16279 0.55411 1.368 0.565 -0.830
C 0.65341 2.56344 1.54026 1.585 0.739 2.729
C -1.72816 3.53004 -3.80034 0.046 -0.143 -0.286
H 2.34248 -7.83174 -4.30419 0.193 -0.205 0.183
O 0.71264 -3.08364 0.19342 -0.150 0.941 2.570
O -1.63863 -0.25925 -3.78667 2.481 -5.509 5.927
H 1.01054 4.88851 -0.98797 1.198 -1.636 1.378
H 0.50094 0.54030 -2.47970 -0.065 -1.567 1.952
C 2.13661 -3.01298 -6.52257 0.049 0.087 -0.093
H 0.47484 -4.15349 -1.68601 -0.083 -0.347 -0.118
O -0.05888 3.35085 6.54476 -0.313 0.295 -0.774
N -1.54641 4.27256 -0.69380 -1.049 3.234 4.611
H -3.75702 2.62184 -0.80920 -1.648 -0.472 1.460
H -0.65870 2.98107 5.87469 0.262 0.234 0.489
C -2.72781 1.28692 1.70662 -4.799 -1.702 0.591
H -3.38166 -6.91786 1.03884 -0.158 -0.103 0.130
H -0.18519 -0.29148 1.98800 1.412 0.367 -1.686
C -2.61963 -2.23346 -2.43789 1.320 -0.671 1.134
C 0.16838 2.33597 7.50525 -0.188 -0.252 0.196
O 1.95163 -7.66369 -6.31702 -0.110 0.392 -0.054
O -0.78811 -3.46948 4.04480 -0.356 0.300 -0.495
H -0.00788 2.19693 -1.16046 -1.401 -0.143 2.324
O -1.95542 4.54493 -4.76083 -0.330 0.144 -0.359
H 5.78915 -0.70778 -7.97654 0.222 -0.107 -0.123
H 2.51708 -9.32687 -5.25970 -0.022 0.184 -0.058
O 1.78217 -4.38238 -6.58000 -0.588 -0.606 0.203
O 4.84323 -1.37703 -6.27652 -0.249 0.444 0.499
H -1.78457 1.65886 -0.88228 2.310 0.612 1.516
H 3.74933 -8.04501 -5.39202 0.087 -0.145 0.227
H -0.78071 2.04807 7.96407 0.178 -0.191 0.106
C -4.59805 2.26077 -0.08027 -1.180 -1.009 0.813
H -5.42604 -2.69471 2.28840 0.119 -0.111 0.187
H 2.86510 2.17154 5.63569 -1.091 1.230 -1.636
H 2.62968 1.19224 -0.60744 0.148 -0.089 2.359
H 5.76015 -2.47545 -7.74503 -0.101 0.121 0.128
N -0.77942 2.46214 0.96288 1.833 3.490 -3.725
C -1.34605 3.88713 0.72558 -1.725 4.176 -0.109
C 5.87034 -1.51221 -7.24137 0.229 0.129 -0.002
H 1.06444 4.91743 1.59580 0.533 -2.515 -0.969
O -4.70421 -1.39193 0.86909 -0.238 0.384 -0.640
H 1.49671 3.12163 4.57748 2.169 -1.074 0.119
C 0.62874 -0.18194 1.12004 -3.291 1.687 1.012
H -2.91366 0.27855 6.66350 0.013 0.056 0.609
H -2.81223 -3.07319 -3.24277 0.399 2.037 1.437
H -3.80417 -2.02270 2.59995 -0.071 0.013 -0.135
C 2.68414 -8.24719 -5.25535 -0.012 0.208 -0.139
H 1.29712 -4.34755 -3.81606 0.234 -0.085 -0.141
O 7.83042 0.67691 -5.55434 -0.236 0.552 -0.223
H 0.48420 -3.83287 0.81798 0.285 1.234 -0.823
H 7.99823 1.63425 -5.52508 -0.129 -0.562 -0.134
H 6.84384 -1.47150 -6.74673 0.070 0.000 -0.275
H -5.98084 3.56969 -1.33454 -0.313 -0.623 2.615
H -4.39073 -5.94187 2.13808 0.205 0.041 -0.040
C 2.08066 0.88039 3.04145 0.541 1.132 0.380
H -2.27640 6.06046 -2.04068 0.554 -1.446 2.631
H 2.11944 -6.70636 -6.28777 -0.088 -0.320 -0.205
O 1.65704 -2.50560 2.72792 -1.804 2.882 -1.595
H 8.39586 -0.98626 -4.49702 -0.029 0.188 -0.076
C -4.47695 -2.40682 1.82958 -0.105 -0.411 -0.066
O 0.35120 -5.01680 -2.11604 -0.309 0.299 0.388
H 9.62811 0.29559 -4.62933 0.047 -0.160 0.209
H -3.00895 -6.86101 2.78981 -0.220 -0.144 -0.031
H -2.89322 7.67422 0.06497 0.981 -2.609 0.575
H -5.00416 1.62648 2.06992 2.092 1.107 -1.143
H -4.90866 1.14103 -0.35441 1.078 2.324 0.467
C -4.11685 1.40726 7.68197 -0.125 -0.023 -0.144
H 3.11641 5.66456 -1.23104 0.135 -1.217 0.780
H -5.30403 -1.76171 0.19902 0.326 0.293 0.353
C -1.66457 4.68287 2.11499 -1.137 2.689 -3.456
C -2.31609 6.21299 1.92726 1.796 -4.093 -4.731
C -2.09850 5.63374 -0.93993 0.233 -0.356 4.725
C -2.47037 6.59360 0.31828 0.631 -1.663 0.918
O -1.52111 1.98512 1.93646 -1.294 -2.694 2.896
H -2.79589 0.46628 0.87709 0.839 1.635 1.325
H 0.85954 -4.45160 -6.28087 0.497 -0.084 -0.251
P 1.57491 -1.83203 1.08574 1.984 -2.149 0.148
C -6.01536 3.12868 -0.22579 1.418 0.050 -0.881
N 3.09994 1.96193 3.45915 -1.648 -0.845 -0.002
H 2.04394 -2.65447 -5.49451 0.139 0.257 -0.026
C 1.48310 3.90087 1.12852 1.040 0.612 -0.116
H -5.96196 3.96534 0.60045 -0.531 -1.514 -1.878
H -2.96994 0.68267 2.71432 1.197 1.462 -2.143
H -2.61728 6.91085 2.81653 0.690 -1.511 -2.017
H 0.11193 -4.10025 5.77566 -0.107 -0.014 -0.176
H -4.02226 2.25564 6.99971 -0.236 0.154 0.083
H 1.12522 -1.91028 3.35203 0.712 -1.547 -1.042
H -1.64550 -5.50867 1.53962 -0.512 0.152 -0.052
C -0.22286 0.14369 -0.24002 -0.798 -1.219 0.038
H 3.17162 -2.89969 -6.85359 -0.308 -0.077 0.156
C -4.11768 2.19962 1.51216 -0.504 -0.496 -0.599
H 4.03872 1.53021 3.61687 -1.382 0.660 0.082
H -0.10069 -5.34913 4.52108 0.047 -0.119 0.235
H -4.01679 -3.27159 1.34537 0.049 -0.054 0.294
C -3.37562 -6.29010 1.93329 -0.024 -0.397 0.026
C 1.77501 4.18118 -0.44377 1.057 0.159 -1.129
H 2.55504 3.79506 1.64833 -2.470 -0.096 -1.126
C 1.49678 1.15177 1.49351 2.114 -1.632 0.649
H 3.86227 4.17032 -0.78738 -1.187 1.633 0.334
H 3.56477 2.09070 0.75588 -1.890 -1.955 -0.194
H -6.97509 2.45837 -0.16318 2.011 1.332 0.208
H 0.44390 2.73210 2.70932 0.240 -0.408 -2.715
H -2.67725 3.24215 -3.34152 0.080 -0.202 0.234
C 8.56293 0.09342 -4.49266 0.125 0.145 0.077
H -5.00381 0.82068 7.43046 -0.160 0.208 0.073
H 4.96686 -0.51372 -5.84650 -0.012 -0.504 -0.228
H -2.27338 -2.81392 -1.45402 -0.643 1.288 -2.163
H 1.18752 0.99679 3.80526 1.558 -0.781 -1.544
H 0.84115 2.72008 8.27561 -0.088 0.041 -0.224
H 2.65701 -0.13200 3.14051 -1.576 1.572 -0.482
H 1.92402 3.20505 -1.11113 -0.887 1.848 1.649
C 1.37831 -5.15199 -3.08089 -0.004 0.147 0.078
H 2.35181 -5.11128 -2.58625 0.153 -0.035 -0.239
H -1.38792 -3.83926 3.37474 0.141 0.186 0.246
H 8.22127 0.50886 -3.54150 0.158 -0.168 0.158
H -4.20471 1.77503 8.70700 0.098 -0.116 -0.177
H -1.05538 3.91416 -3.02997 -0.134 0.005 -0.219
N 3.13810 4.90160 -0.51630 -0.462 -1.124 -0.756
O -2.96521 0.58985 7.58325 0.408 -0.277 -0.469
H -3.59555 -1.64453 -2.14994 2.129 -0.920 -1.010
C -0.71945 1.73855 -0.34581 -0.499 -3.407 -3.313
H 1.26812 -6.11523 -3.58454 -0.072 0.179 0.121
H -4.04987 3.24984 2.02191 0.093 -1.898 -1.119
H 0.62854 1.47120 7.02104 0.054 -0.157 0.214
H 1.67977 -0.55507 -1.50106 -2.527 0.227 -0.109
H 3.55081 0.21699 0.71518 -1.958 1.907 -0.113
H 3.27168 3.74632 4.68157 -1.524 -2.042 0.036
O -0.06527 -1.50580 -2.27991 -2.811 1.990 -0.298
O -2.53869 -5.16863 1.71875 0.855 0.452 0.027
C -1.37141 -1.21582 -2.89043 -2.272 2.892 -3.584
H -1.19419 -0.54984 -0.18865 2.069 1.562 -0.169
H -1.46112 4.26180 3.20534 -0.443 0.821 -2.809
H -1.50994 -4.77226 5.46412 0.130 -0.156 0.163
H -1.26800 2.66527 -4.28455 -0.023 -0.187 0.236
```
Positions in Å, forces in eV/Å.

The calculation puts the calculated total energy at -83563.931 eV. The gap between HOMO and LUMO comes out at 7.48 eV. The net charge is +1. The LUMO energy comes out at -3.417 eV.

Mulliken population analysis, charges in e, atoms 1 to 4: number 1, C, carries -0.682; number 2, C, carries -0.946; number 3, H, carries 0.324; number 4, H, carries 0.309